[1]
Density functional theory data (wB97M-V/def2-TZVPD) for a structure of composition C32H30Cl2F4GaGe2N4O4.

Geometry as XYZ:
```
79
Properties=species:S:1:pos:R:3
Ga 0.470 1.155 -0.432
C 2.125 2.214 5.747
C 1.554 3.052 4.601
Ge 0.866 1.976 3.128
C -1.008 1.441 3.322
C -1.177 0.296 4.325
C 1.970 0.390 2.908
C 2.622 -0.239 1.927
Ge 2.708 0.341 0.043
C 3.831 1.948 -0.148
C 5.201 1.810 0.519
C 3.164 -1.133 -1.167
C 4.619 -1.147 -1.640
C 3.308 -1.526 2.227
C 4.653 -1.709 1.909
C 5.294 -2.900 2.209
C 4.593 -3.935 2.814
C 3.254 -3.765 3.131
C 2.617 -2.567 2.843
H 2.461 2.855 6.562
H 2.982 1.623 5.420
H 1.387 1.523 6.159
H 2.318 3.721 4.201
H 0.738 3.688 4.951
H -1.397 1.154 2.343
H -1.572 2.321 3.641
H -0.624 -0.591 4.011
H -2.225 0.013 4.420
H -0.824 0.574 5.319
H 2.040 -0.092 3.888
H 3.293 2.798 0.280
H 3.938 2.160 -1.215
H 5.103 1.583 1.582
H 5.773 2.734 0.430
H 5.792 1.018 0.057
H 2.500 -1.064 -2.030
H 2.909 -2.063 -0.653
H 4.889 -0.216 -2.141
H 4.782 -1.959 -2.350
H 5.312 -1.299 -0.814
H 5.210 -0.898 1.453
H 6.343 -3.021 1.972
H 5.090 -4.869 3.039
H 2.702 -4.567 3.603
H 1.571 -2.436 3.095
F -2.306 0.676 -3.468
C -3.458 1.306 -3.263
C -4.608 0.651 -3.472
F -4.566 -0.604 -3.864
C -5.903 1.278 -3.268
C -5.845 2.679 -2.880
C -4.685 3.326 -2.681
F -4.703 4.599 -2.319
C -3.405 2.671 -2.808
C -2.223 3.293 -2.492
C -0.993 2.588 -2.422
N 0.047 2.110 -2.287
C -2.096 4.636 -2.010
N -1.888 5.680 -1.580
F -6.976 3.329 -2.709
C -7.074 0.606 -3.420
C -8.365 1.197 -3.214
N -9.429 1.595 -3.053
C -7.154 -0.778 -3.790
N -7.299 -1.880 -4.074
Cl -0.358 -1.483 -1.984
C -1.397 -1.502 -0.537
Cl -0.441 -1.810 0.917
C -2.105 -0.145 -0.470
O -3.286 -0.084 -0.708
O -1.363 0.891 -0.179
H -2.124 -2.296 -0.657
C 0.714 5.519 0.873
O 0.925 4.486 1.879
C 0.752 3.244 1.539
O 0.409 2.977 0.368
H 0.929 6.450 1.383
H -0.314 5.490 0.524
H 1.396 5.360 0.041
```

Results
LUMO: -5.954 eV
total charge: +1
energy relative to the best compared isomer or geometry (same formula, charge and spin): 0.0000 eV
strongest force on any atom: 0.36 eV/Å
Kohn-Sham gap: 0.1944 hartree
highest occupied orbital energy: -11.243 eV

---

[2]
Density functional theory data (wB97M-V/def2-TZVPD) for a structure of composition C35H28CdN2P2STe.

Geometry as XYZ:
```
70
Properties=species:S:1:pos:R:3
Cd -0.053 0.020 0.464
Te 3.579 3.631 -0.068
C 4.162 4.090 -2.070
C 3.459 5.018 -2.830
C 3.795 5.189 -4.166
N 4.769 4.516 -4.775
C 5.455 3.647 -4.036
C 5.195 3.402 -2.694
C 2.132 2.224 -0.477
P 2.359 0.492 -0.448
C 2.359 -0.178 -2.150
C 1.747 -1.398 -2.420
C 1.702 -1.890 -3.718
C 2.269 -1.163 -4.754
C 2.875 0.060 -4.494
C 2.914 0.552 -3.199
C 4.014 0.083 0.182
C 4.253 0.278 1.541
C 5.503 0.024 2.080
C 6.528 -0.434 1.262
C 6.296 -0.641 -0.089
C 5.042 -0.386 -0.630
P 0.400 2.479 -0.418
C 0.028 4.141 0.212
C 0.258 4.385 1.566
C 0.031 5.640 2.103
C -0.437 6.666 1.291
C -0.678 6.428 -0.053
C -0.449 5.169 -0.593
C -0.300 2.488 -2.107
C -1.565 1.950 -2.331
C -2.095 1.916 -3.614
C -1.361 2.414 -4.681
C -0.093 2.942 -4.466
C 0.435 2.974 -3.185
H 2.650 5.592 -2.395
H 3.250 5.900 -4.778
H 6.252 3.112 -4.544
H 5.783 2.672 -2.152
H 1.292 -1.965 -1.614
H 1.216 -2.836 -3.919
H 2.229 -1.542 -5.767
H 3.306 0.638 -5.302
H 3.354 1.521 -2.997
H 3.454 0.642 2.178
H 5.681 0.184 3.135
H 7.507 -0.632 1.680
H 7.092 -1.002 -0.728
H 4.866 -0.551 -1.685
H 0.625 3.584 2.199
H 0.216 5.821 3.154
H -0.616 7.648 1.709
H -1.047 7.225 -0.687
H -0.641 4.989 -1.643
H -2.137 1.547 -1.501
H -3.076 1.491 -3.780
H -1.770 2.380 -5.682
H 0.488 3.317 -5.299
H 1.435 3.354 -3.016
S -2.343 -0.845 0.776
C -1.604 -2.429 0.684
C -2.346 -3.612 0.617
C -1.678 -4.816 0.530
C -0.287 -4.838 0.512
C 0.375 -3.630 0.585
N -0.259 -2.459 0.671
H -3.426 -3.568 0.629
H -2.239 -5.741 0.474
H 0.266 -5.764 0.445
H 1.459 -3.581 0.579
```

Results
LUMO: -0.003 eV
energy relative to the best compared isomer or geometry (same formula, charge and spin): 0.0000 eV
strongest force on any atom: 0.49 eV/Å
Kohn-Sham gap: 0.2729 hartree
highest occupied orbital energy: -7.431 eV

---

[3]
Density functional theory data (wB97M-V/def2-TZVPD) for an isolated molecule of C13H20N2S.

Geometry as XYZ:
```
36
Properties=species:S:1:pos:R:3
S 2.943 -2.002 -0.329
C 1.938 -1.090 2.073
C 0.691 -0.450 0.085
C 1.010 -0.405 2.859
C 1.817 -1.096 0.688
C -0.224 0.227 0.918
C -0.067 0.247 2.290
N -1.343 0.934 0.585
N -3.703 -0.165 -0.600
C 5.148 -1.099 -1.738
C 3.859 -0.594 -1.051
C -1.284 0.818 2.973
C -2.082 1.420 1.756
C -2.875 0.311 -2.834
C -1.756 1.249 -0.806
C -2.492 0.037 -1.390
H 2.726 -1.636 2.563
H 0.564 -0.447 -0.959
H 1.175 -0.527 3.922
H -4.219 -0.974 -0.935
H -3.437 -0.256 0.384
H 5.920 -1.517 -1.069
H 4.846 -1.828 -2.464
H 5.641 -0.329 -2.302
H 4.143 0.126 -0.307
H 3.259 -0.095 -1.786
H -1.073 1.616 3.665
H -1.808 0.005 3.515
H -2.105 2.483 1.783
H -3.118 1.085 1.723
H -3.480 -0.492 -3.244
H -3.457 1.201 -2.916
H -2.005 0.458 -3.462
H -2.359 2.167 -0.817
H -0.911 1.501 -1.419
H -1.881 -0.886 -1.356
```

Results
LUMO: 0.872 eV
energy relative to the best compared isomer or geometry (same formula, charge and spin): 0.4560 eV
strongest force on any atom: 2.10 eV/Å
Kohn-Sham gap: 0.3029 hartree
SMILES string: CCSc1ccc2c(c1)N(C[C@H](C)N)CC2
highest occupied orbital energy: -7.369 eV

---

Number 1: energy -249135.4013 eV. Number 2: energy -80999.9363 eV. Number 3: energy -27620.7758 eV.